Here is a molecular structure, C27H28MoN2O6STe4 at a distorted geometry from the Open Molecules 2025 dataset. Energies are from the ωB97M-V functional and the def2-TZVPD basis.

The geometry in ORCA input format:
```
! RIJCOSX wB97M-V def2-TZVPD def2/J DEFGRID3
* xyz -2 3
Mo -0.03785 0.20791 -0.57683
C -1.24990 -1.70640 -0.06066
C -1.93824 -1.05050 -1.15430
C -3.06656 -0.35820 -0.59212
C -3.08126 -0.56102 0.78412
C -1.99655 -1.38085 1.12131
C -1.59702 -1.76686 2.50628
C -4.04513 0.04169 1.76212
C -4.04832 0.44235 -1.38225
C -1.90164 -1.47224 -2.59887
C -0.64150 -3.08062 -0.22332
H -0.65890 -2.32129 2.51061
H -2.35654 -2.40488 2.97249
H -1.45737 -0.88601 3.13826
H -4.52700 0.92839 1.34719
H -3.53613 0.33950 2.68136
H -4.83427 -0.66801 2.03302
H -3.60130 0.79750 -2.30971
H -4.39451 1.31596 -0.82540
H -4.92661 -0.16040 -1.64288
H -1.93313 -0.61588 -3.27613
H -2.77437 -2.09603 -2.83011
H -1.01179 -2.04928 -2.84133
H -0.23299 -3.44444 0.72031
H 0.16682 -3.09281 -0.95359
H -1.40466 -3.79557 -0.55120
C 7.38652 0.45040 -0.14678
C 6.11041 0.20688 -0.90428
C 5.12535 1.17410 -0.99943
C 3.89985 0.90665 -1.60127
C 3.67161 -0.34406 -2.14272
C 4.68460 -1.30551 -2.13334
C 5.87857 -1.03350 -1.50208
S 2.11736 -0.95350 -2.77747
O 1.97712 -2.22678 -2.11254
O 2.25006 -1.01836 -4.22051
N 0.80400 -0.07262 -2.38558
C 0.61354 1.20971 -3.11606
C 0.64972 2.37624 -2.04394
O 0.58573 3.53641 -2.38333
O 1.21434 1.92684 -0.92474
H 7.48660 1.49436 0.14975
H 8.25562 0.16076 -0.74230
H 7.41571 -0.16181 0.75831
H 5.28137 2.14354 -0.54008
H 3.10992 1.64126 -1.57919
H 4.49337 -2.27603 -2.57031
H 6.63108 -1.80934 -1.41251
H -0.30853 1.23426 -3.69231
H 1.45115 1.38669 -3.79110
Te 3.73331 -1.44229 1.92630
Te 8.36241 -2.71773 4.33377
Te 6.06377 -2.11716 3.18702
Te 1.70802 -0.72481 0.58576
O -1.34468 1.83971 -1.39276
C -1.51322 2.17133 -0.13748
N -0.78792 1.42985 0.79750
C -1.07322 1.88240 2.09861
O -0.57724 1.42036 3.11814
C -2.04729 2.95943 1.91939
C -2.74059 3.72336 2.85700
C -3.63304 4.67634 2.41217
C -3.83690 4.89227 1.02162
C -3.18045 4.14084 0.08051
C -2.28691 3.14379 0.52569
H -2.57423 3.55566 3.91495
H -4.19163 5.27089 3.12551
H -4.52559 5.66745 0.70483
H -3.33126 4.30066 -0.97994
*
```

Output
E_HOMO (spin up / spin down) = -1.28 / -1.59 eV
⟨S²⟩ = 2.29
maximum force = 3.0 eV/Å
orbital gap (spin up / spin down) = 4.459 / 4.721 eV